Entry 1:
71
Properties=species:S:1:pos:R:3:lowdin_charge:R:1 method="wB97M-V/def2-TZVPD" orbital_gap_ev=3.9 e_tot_ev=-63566.1133 charge=0 relative_energy_kcal_mol=0.00 spin_multiplicity=1
C 5.34043 2.80621 -3.35191 -0.0424
O 5.04235 1.49318 -2.83281 -0.0530
C 3.76929 1.01707 -2.84347 -0.2170
C 3.56163 -0.27315 -2.29472 0.0374
C 2.29163 -0.72633 -2.06286 0.0348
C 1.13904 0.10914 -2.23556 -0.1710
C -0.13291 -0.31066 -1.76017 0.1499
C -1.34155 0.40800 -2.05574 -0.1748
C -2.48197 -0.22000 -2.63176 0.0626
C -3.61661 0.51920 -2.91416 -0.1394
C -3.68052 1.88450 -2.53806 -0.1914
O -4.93742 2.41169 -2.59361 0.0095
C -5.84172 1.32342 -3.04059 -0.0992
C -4.96307 0.13760 -3.44584 -0.0955
C -2.55978 2.54708 -2.02825 0.0359
C -1.40148 1.82879 -1.86714 -0.0193
C 1.37474 1.31388 -2.97556 0.0149
C 2.64655 1.77438 -3.26229 0.0135
H 6.38828 2.96067 -3.09215 0.0979
H 5.22045 2.83015 -4.44356 0.1019
H 4.72056 3.58821 -2.89119 0.0980
H 4.43510 -0.87335 -2.04393 0.1342
H 2.13386 -1.74865 -1.72803 0.1082
H -0.22682 -1.34980 -1.43456 0.1422
H -2.45444 -1.27485 -2.90139 0.1351
H -6.49606 1.06555 -2.19844 0.1281
H -6.45948 1.71170 -3.85516 0.1241
H -4.95719 0.03683 -4.54215 0.1271
H -5.30354 -0.80729 -3.01683 0.1262
H -2.62696 3.60024 -1.78435 0.1191
H -0.48629 2.34995 -1.58364 0.1035
H 0.53098 1.89187 -3.34473 0.1173
H 2.79635 2.72055 -3.78047 0.1135
C 0.12380 -3.37351 7.03484 -0.1273
C 0.40651 -2.56153 5.82873 -0.6080
C 1.24997 -1.47879 5.73324 -0.1489
C 1.31394 -0.88539 4.42125 -0.1311
C 0.48454 -1.51027 3.52338 -0.3859
B 0.37925 -1.22560 1.91305 -0.7921
C -0.24896 0.29580 1.80646 -0.0752
C -1.41401 0.58185 2.49776 -0.0038
C -1.96779 1.86488 2.45099 0.0043
C -1.31622 2.84232 1.71756 -0.1511
C -1.89993 4.22448 1.63208 -0.5194
F -1.15993 5.13931 2.32871 0.1183
F -1.94344 4.66810 0.33098 0.0901
F -3.17626 4.28988 2.10679 0.1120
C -0.12681 2.57503 1.05069 -0.0381
C 0.41120 1.28466 1.10683 -0.0390
O 1.79293 -1.44299 1.47142 0.0988
C 1.76024 -2.65140 0.88279 -0.2208
C 0.41139 -3.10762 0.72600 -0.2357
C 0.07934 -4.09443 -0.19593 -0.0244
C 1.11470 -4.62757 -0.95744 -0.1247
C 2.44435 -4.23394 -0.76280 -0.1362
C 2.79962 -3.27200 0.18174 -0.0394
O -0.47422 -2.24966 1.26979 0.0778
S -0.31415 -2.87091 4.27665 1.0617
H 0.68309 -2.97745 7.88294 0.0729
H -0.93856 -3.35081 7.29252 0.0703
H 0.42285 -4.41493 6.89078 0.0710
H 1.81294 -1.11547 6.58539 0.0968
H 1.95060 -0.03313 4.20225 0.1091
H -1.87969 -0.18305 3.11800 0.1227
H -2.89070 2.08919 2.97497 0.1174
H 0.37377 3.35992 0.49150 0.1177
H 1.35338 1.07010 0.60637 0.1115
H -0.96930 -4.35612 -0.31129 0.1143
H 0.87380 -5.36979 -1.71812 0.0920
H 3.22889 -4.69357 -1.37005 0.0955
H 3.82545 -2.95141 0.35427 0.1150

---

Entry 2:
78
Properties=species:S:1:pos:R:3:lowdin_charge:R:1 method="wB97M-V/def2-TZVPD" orbital_gap_ev=9.4 e_tot_ev=-45912.6286 charge=0 relative_energy_kcal_mol=0.00 spin_multiplicity=1
C 4.99178 4.61772 -2.22612 -0.0519
C 3.87532 3.97443 -1.46237 -0.2787
C 3.77273 2.59112 -1.38097 -0.0261
C 2.76171 1.98926 -0.65547 -0.0243
C 1.81464 2.76122 0.01078 -0.1796
C 0.71421 2.14988 0.84768 -0.1426
C 1.34927 1.09830 1.78832 -0.4710
O 1.74649 1.43149 2.89019 0.0677
N 1.42619 -0.13995 1.29795 0.1372
C 2.08554 -1.21374 2.01421 -0.2989
C 1.45848 -2.55185 1.64089 -0.1469
C 2.13106 -3.68166 2.41390 -0.1949
C 3.62909 -3.70746 2.12265 -0.2112
C 4.26481 -2.36447 2.47103 -0.1990
C 3.58635 -1.23323 1.70491 -0.1446
N -0.41849 1.64859 0.07718 0.0280
C -0.35573 1.44691 -1.35973 -0.0630
C -0.36759 -0.03347 -1.74109 -0.2953
C -0.68846 -0.28054 -3.22711 -0.0986
C 0.24412 -1.43636 -3.62119 -0.1325
C 0.94503 -1.78623 -2.30072 -0.1892
O 0.91790 -0.60660 -1.53248 -0.1381
C -1.63346 1.43667 0.64004 -0.4295
O -2.59715 1.13006 -0.04468 0.0617
C -1.75546 1.62978 2.14144 -0.0769
C -3.05741 1.02265 2.66189 -0.1717
C -2.96384 -0.50226 2.78819 -0.0928
C -2.71198 -1.18133 1.45463 -0.4669
O -1.62580 -1.61876 1.13851 0.0618
N -3.83290 -1.29660 0.68800 0.1522
C -3.93444 -1.77536 -0.60967 -0.2888
C -2.95542 -2.55827 -1.22425 -0.0090
C -3.18200 -2.97444 -2.52207 -0.0761
C -4.36252 -2.61624 -3.15875 -0.0769
C -5.27951 -1.86282 -2.44519 -0.1457
N -5.07826 -1.45533 -1.20565 0.1239
C 1.91580 4.14505 -0.07001 -0.0138
C 2.92931 4.74216 -0.79669 -0.0369
H 4.70720 5.60916 -2.57039 0.0756
H 5.27523 4.01187 -3.08388 0.0766
H 5.86730 4.72148 -1.58436 0.0853
H 4.49878 1.97420 -1.89115 0.1136
H 2.70404 0.91345 -0.62034 0.1012
H 0.34476 2.94603 1.50756 0.1445
H 1.10502 -0.34475 0.35918 0.1082
H 1.95086 -1.01276 3.08337 0.1560
H 0.38757 -2.52496 1.84117 0.0954
H 1.59501 -2.71385 0.56889 0.1130
H 1.68130 -4.63787 2.13865 0.1084
H 1.97301 -3.53354 3.48436 0.1153
H 4.10703 -4.50417 2.69669 0.1057
H 3.78745 -3.91875 1.06226 0.1113
H 5.33098 -2.38375 2.23519 0.1076
H 4.16273 -2.18248 3.54294 0.1162
H 4.02290 -0.27188 1.98199 0.1182
H 3.72765 -1.37680 0.63044 0.1180
H -1.24737 1.90728 -1.79811 0.1391
H 0.53937 1.92221 -1.75811 0.1299
H -1.09752 -0.55955 -1.11159 0.1229
H -0.47133 0.61250 -3.81234 0.1154
H -1.73928 -0.53156 -3.35340 0.1074
H -0.29633 -2.29036 -4.02239 0.0993
H 0.97359 -1.10959 -4.36104 0.1079
H 1.98763 -2.08251 -2.42329 0.1258
H 0.39812 -2.58375 -1.77754 0.1177
H -0.90290 1.18536 2.65352 0.1154
H -1.74926 2.70515 2.34177 0.1337
H -3.86457 1.29242 1.97761 0.1115
H -3.28340 1.43731 3.64592 0.1154
H -3.88908 -0.89086 3.21875 0.1203
H -2.13323 -0.75637 3.44977 0.1266
H -4.64966 -0.76529 0.96132 0.1494
H -2.05979 -2.82500 -0.69030 0.0975
H -2.44754 -3.58224 -3.03162 0.1048
H -4.56730 -2.92227 -4.17251 0.0968
H -6.22604 -1.56912 -2.88006 0.1044
H 1.19390 4.76490 0.44221 0.1163
H 2.98713 5.82016 -0.84414 0.1111

---

Entry 3:
66
Properties=species:S:1:pos:R:3:lowdin_charge:R:1 method="wB97M-V/def2-TZVPD" orbital_gap_ev=5.9 e_tot_ev=-177875.3194 charge=+2 relative_energy_kcal_mol=56.94 spin_multiplicity=1
Pt 0.28282 0.52680 0.35262 0.9343
N 3.31431 3.60753 0.40868 0.1327
C 2.54087 2.53602 0.29085 -0.7618
S 0.82985 2.74514 0.67901 0.6515
N 3.05578 1.41080 -0.12068 0.0207
N 2.25373 0.36607 -0.21658 -0.1180
C 2.51392 -0.70353 -0.92480 -0.1271
C 3.72034 -0.85539 -1.73970 -0.1802
C 3.59729 -1.37726 -3.03342 -0.0336
C 4.72123 -1.53852 -3.82139 -0.0463
C 5.97572 -1.21313 -3.32100 -0.0392
C 6.10114 -0.68312 -2.04387 -0.0459
C 4.97960 -0.48453 -1.25966 -0.0199
C 1.51531 -1.77860 -0.81979 -0.1925
C 1.79838 -3.09247 -1.16366 0.0361
C 0.82751 -4.06762 -0.98568 0.0085
C -0.39689 -3.70961 -0.44717 0.0040
C -0.61406 -2.38347 -0.11373 -0.0871
N 0.31235 -1.44643 -0.29935 -0.0579
H 2.92809 4.50190 0.65728 0.1115
H 4.29263 3.54827 0.17469 0.1310
H 2.61683 -1.61165 -3.42897 0.1248
H 4.61608 -1.91066 -4.83112 0.1185
H 6.85566 -1.36846 -3.93009 0.1197
H 7.07760 -0.42285 -1.65918 0.1175
H 5.07936 -0.08334 -0.26193 0.1083
H 2.77561 -3.33831 -1.55110 0.1320
H 1.03043 -5.09380 -1.25950 0.1323
H -1.17433 -4.44046 -0.27877 0.1277
H -1.55530 -2.05536 0.30651 0.1014
Se -2.76862 0.22786 2.96838 1.3089
N -2.09915 -0.43018 4.42437 -0.1756
C -0.80854 -0.66471 4.24616 -0.3386
C 0.13885 -1.19016 5.16419 0.0543
C 1.42865 -1.31481 4.72484 -0.0039
C 1.78875 -0.92266 3.40556 -0.0542
N 0.92450 -0.44857 2.54394 0.0491
C -0.33626 -0.32845 2.93943 -0.4768
N -1.22793 0.14456 2.08236 -0.2909
H -0.16580 -1.46620 6.16453 0.1384
H 2.19791 -1.70599 5.37547 0.1232
H 2.81675 -1.00805 3.07105 0.1297
Ge -1.72035 1.35751 -0.82310 0.8753
C -2.90519 -0.15073 -1.24339 -0.3708
C -2.95915 -0.62100 -2.55341 -0.1129
C -3.85732 -1.62437 -2.89039 -0.0568
C -4.68205 -2.17688 -1.92094 -0.0521
C -4.63652 -1.71111 -0.61297 -0.0602
C -3.75088 -0.69837 -0.28194 -0.1608
C -2.63596 2.81090 0.13130 -0.3668
C -3.55473 3.53328 -0.62495 -0.1029
C -4.19867 4.62391 -0.06118 -0.0523
C -3.93216 4.99297 1.25000 -0.0518
C -3.03152 4.26314 2.01162 -0.0639
C -2.38772 3.16751 1.45349 -0.2177
H -1.30014 1.86695 -2.20818 -0.0080
H -2.32078 -0.18928 -3.31541 0.0984
H -3.90982 -1.97933 -3.91102 0.1162
H -5.36927 -2.96947 -2.18566 0.1175
H -5.28703 -2.13225 0.14259 0.1155
H -3.73927 -0.30446 0.72325 0.0043
H -3.76604 3.24997 -1.65024 0.1093
H -4.90664 5.19027 -0.65106 0.1180
H -4.42703 5.85381 1.67885 0.1175
H -2.81753 4.55409 3.03171 0.1151
H -1.66521 2.61636 2.04223 0.0231